Record 1
C19H28N4O5S | ωB97M-V with the def2-TZVPD basis set

Computed properties:
**HOMO energy**: -8.5 eV
**LUMO level**: 0.0169 Ha
**Maximum force**: 0.01921 Eh/bohr
**SMILES**: COC(=O)Nc1ccc(S(=O)(=O)N2CCC[C@@H](C(=O)N3CCN(C)CC3)C2)cc1
**Energy relative to the best compared isomer or geometry (same formula, charge and spin)**: 1.279 eV

Last column: natural (NBO) charge in e.
Atoms and positions in Å:
C -7.6951 -1.6598 0.6156  -0.255
O -6.9333 -0.4707 0.7759  -0.519
C -5.6997 -0.4956 0.2244  0.894
O -5.2407 -1.4363 -0.3640  -0.623
N -5.0968 0.7086 0.4605  -0.612
C -3.8328 1.1390 0.0706  0.185
C -2.9710 0.3423 -0.6824  -0.268
C -1.7278 0.8306 -1.0418  -0.115
C -1.3422 2.0984 -0.6511  -0.380
S 0.2712 2.7375 -1.0750  2.322
O 0.9276 1.7721 -1.9207  -0.961
O 0.1415 4.0793 -1.5593  -0.936
N 0.9465 2.8113 0.4587  -0.676
C 1.8755 3.8945 0.7136  -0.227
C 3.2767 3.5870 0.1872  -0.419
C 3.7675 2.2523 0.7426  -0.392
C 2.7720 1.1532 0.3654  -0.338
C 3.2178 -0.2008 0.8964  0.697
O 4.0390 -0.2999 1.7923  -0.639
N 2.6592 -1.2986 0.3385  -0.440
C 1.6447 -1.3466 -0.6957  -0.239
C 1.8534 -2.5939 -1.5471  -0.225
N 1.6154 -3.8020 -0.7690  -0.443
C 2.2292 -4.9552 -1.3874  -0.406
C 1.9671 -3.6201 0.6338  -0.232
C 3.0821 -2.5994 0.8390  -0.240
C 1.3977 1.5259 0.9407  -0.223
C -2.1879 2.8981 0.0950  -0.158
C -3.4326 2.4222 0.4541  -0.242
H -8.6409 -1.4793 1.1193  0.197
H -7.1756 -2.5078 1.0655  0.195
H -7.8576 -1.8673 -0.4436  0.194
H -5.6560 1.3692 0.9835  0.413
H -3.2822 -0.6447 -0.9805  0.259
H -1.0489 0.2402 -1.6366  0.232
H 1.4620 4.7776 0.2257  0.238
H 1.9010 4.0570 1.7964  0.198
H 3.9565 4.3920 0.4697  0.216
H 3.2343 3.5366 -0.9034  0.206
H 4.7520 2.0095 0.3402  0.222
H 3.8577 2.2997 1.8297  0.213
H 2.6901 1.1235 -0.7230  0.244
H 1.6927 -0.4625 -1.3319  0.245
H 0.6441 -1.3914 -0.2459  0.189
H 1.1518 -2.5858 -2.3870  0.206
H 2.8760 -2.5703 -1.9612  0.169
H 3.3278 -4.8929 -1.4343  0.161
H 1.9502 -5.8497 -0.8332  0.201
H 1.8481 -5.0472 -2.4038  0.201
H 1.0726 -3.2844 1.1712  0.192
H 2.2682 -4.5790 1.0577  0.210
H 3.9914 -2.9205 0.3153  0.190
H 3.3300 -2.4907 1.8975  0.241
H 0.6359 0.7962 0.6619  0.216
H 1.4574 1.5727 2.0332  0.215
H -1.8592 3.8856 0.3746  0.239
H -4.1036 3.0403 1.0325  0.212

=====

Record 2
C40H33BrF5HgN3O3PS | ωB97M-V with the def2-TZVPD basis set

Computed properties:
**HOMO energy (alpha / beta)**: -5.5 / -6.3 eV
**LUMO level (alpha / beta)**: -0.0611 / -0.0611 Ha
**⟨S²⟩**: 0.76
**Maximum force**: 0.01323 Eh/bohr
**Spin multiplicity**: 2
**Energy relative to the best compared isomer or geometry (same formula, charge and spin)**: 0.000 eV

Last column: Löwdin charge in e.
Atoms and positions in Å:
Hg 1.2347 -1.3974 0.7419  0.768
F -7.1530 1.0227 0.7145  0.136
C -5.9919 0.4333 0.4645  -0.149
C -5.8591 -0.9254 0.6154  -0.146
F -6.9081 -1.6481 0.9964  0.130
C -4.6481 -1.5427 0.3550  -0.209
F -4.6556 -2.8690 0.4730  0.109
C -3.5218 -0.8374 -0.0550  -0.310
P -1.7824 -1.5051 -0.1745  1.025
C -1.9575 -3.2197 0.4431  -0.411
C -2.0573 -4.3492 -0.3603  -0.081
C -2.1793 -5.6050 0.2196  -0.080
C -2.2043 -5.7397 1.6006  -0.088
C -2.0900 -4.6153 2.4090  -0.082
C -1.9538 -3.3633 1.8304  -0.126
C -1.6298 -1.7654 -1.9821  -0.388
C -2.6730 -1.5902 -2.8872  -0.088
C -2.4694 -1.8056 -4.2446  -0.087
C -1.2224 -2.1952 -4.7132  -0.095
C -0.1733 -2.3676 -3.8190  -0.078
C -0.3781 -2.1544 -2.4633  -0.123
C -3.6996 0.5538 -0.2134  -0.604
Br -2.2852 1.6388 -0.8045  0.873
C -4.9094 1.1698 0.0327  -0.276
F -5.0649 2.4804 -0.1349  0.079
H -2.0473 -4.2513 -1.4394  0.103
H -2.2593 -6.4839 -0.4093  0.102
H -2.3036 -6.7211 2.0487  0.100
H -2.0989 -4.7180 3.4871  0.103
H -1.8492 -2.4818 2.4568  0.105
H -3.6513 -1.2821 -2.5385  0.101
H -3.2906 -1.6674 -4.9387  0.100
H -1.0687 -2.3644 -5.7729  0.097
H 0.8116 -2.6558 -4.1692  0.104
H 0.4491 -2.2847 -1.7753  0.004
C 6.7517 3.2435 -0.9924  -0.060
C 5.4871 4.0801 -0.8704  -0.194
N 4.2639 3.2858 -0.9547  -0.033
C 3.6503 2.8922 0.2043  0.027
C 2.5630 2.0959 0.2966  -0.033
C 2.1004 1.8048 1.7338  -0.645
O 2.2715 2.7547 2.5113  -0.012
O 1.6509 0.6499 2.0171  -0.194
C 1.9512 1.6047 -0.9087  -0.350
O 0.9283 0.9289 -0.9730  -0.080
C 2.6428 1.9974 -2.1559  -0.041
C 2.1437 1.5244 -3.3605  0.089
C 2.7496 1.8487 -4.5391  -0.191
F 2.2494 1.3624 -5.7055  0.050
C 3.8857 2.6523 -4.5712  -0.155
C 4.3824 3.1371 -3.3739  0.043
C 3.7838 2.8125 -2.1520  -0.129
N 4.5687 2.9987 -5.7764  -0.122
C 3.8977 2.9284 -7.0638  -0.131
C 4.7242 3.7921 -8.0548  -0.067
N 5.6424 4.6452 -7.2313  0.040
C 6.7030 3.8050 -6.5851  -0.073
C 5.9694 2.6234 -5.9108  -0.114
H 7.6382 3.8715 -0.8679  0.078
H 6.8061 2.7406 -1.9613  0.061
H 6.7623 2.4644 -0.2311  0.075
H 5.4575 4.8581 -1.6353  0.109
H 5.4716 4.5854 0.0914  0.122
H 4.0818 3.2873 1.1162  0.142
H 1.2809 0.8694 -3.3478  0.141
H 5.2644 3.7667 -3.4054  0.103
H 2.8924 3.3266 -6.9607  0.135
H 3.8163 1.9107 -7.4522  0.130
H 4.0889 4.4382 -8.6541  0.132
H 5.3367 3.1909 -8.7218  0.132
H 5.0662 4.9801 -6.4519  0.181
H 6.0320 5.4269 -7.7473  0.182
H 7.2250 4.4304 -5.8644  0.133
H 7.4061 3.4771 -7.3469  0.132
H 6.3986 2.4143 -4.9371  0.128
H 6.0749 1.7165 -6.5198  0.136
S 3.0845 -1.8692 -1.2924  0.462
C 4.6480 -1.3084 -0.7363  -0.724
C 5.7365 -1.3129 -1.6254  -0.156
C 7.0121 -0.9675 -1.1986  -0.127
C 7.2414 -0.5923 0.1196  -0.138
C 6.1668 -0.5473 1.0008  -0.105
C 4.8878 -0.8920 0.5826  -0.134
H 5.5679 -1.6327 -2.6478  0.082
H 7.8425 -1.0106 -1.8966  0.089
H 8.2422 -0.3530 0.4587  0.089
H 6.3257 -0.2537 2.0332  0.101
H 4.0633 -0.8574 1.2832  0.067

=====

Record 3
CH12NO4 | ωB97M-V with the def2-TZVPD basis set

Computed properties:
**HOMO energy**: -14.8 eV
**Total charge**: +1
**LUMO level**: -0.2305 Ha
**Maximum force**: 0.05631 Eh/bohr
**Energy relative to the best compared isomer or geometry (same formula, charge and spin)**: 3.136 eV

Last column: natural (NBO) charge in e.
Atoms and positions in Å:
C -0.6902 0.8891 0.0248  0.280
N -0.5597 -0.4026 0.2143  -0.711
H 0.2173 1.3116 -0.4236  0.230
H -1.5763 1.5002 0.1797  0.236
H -0.3071 -0.9442 1.0504  0.505
H -0.1264 -0.9127 -0.5636  0.441
H -2.7068 4.1410 -0.3939  0.477
H -1.5429 5.1476 -0.4459  0.489
O -1.7614 4.2227 -0.4652  -0.964
H 1.9754 -1.4274 3.0739  0.493
H 0.7696 -0.8305 3.7359  0.485
O 1.1386 -0.9962 2.8493  -0.969
H 3.1174 0.1308 -1.0583  0.488
H 2.0867 -0.9332 -1.1462  0.467
O 2.3926 -0.2391 -0.5647  -0.952
H -1.3637 -3.1152 -2.5002  0.500
H -0.4362 -4.2106 -1.6059  0.511
O -0.6269 -3.3315 -1.9607  -1.008

=====

Record 4
C3H6F2N2 | ωB97M-V with the def2-TZVPD basis set

Computed properties:
**HOMO energy**: -9.5 eV
**LUMO level**: 0.0284 Ha
**Maximum force**: 0.08248 Eh/bohr
**SMILES**: [H]/N=C(\NC)C(F)F
**Energy relative to the best compared isomer or geometry (same formula, charge and spin)**: 1.211 eV

Last column: natural (NBO) charge in e.
Atoms and positions in Å:
H -1.9838 1.7162 0.5172  0.329
N -1.0267 1.8941 0.5533  -0.700
C -0.4055 0.8626 0.2174  0.399
N -0.7717 -0.4050 0.1089  -0.612
C -0.0506 -1.5768 -0.4205  -0.420
C 1.1381 1.0076 -0.0115  0.510
F 1.6745 0.7201 -1.2762  -0.344
F 1.7278 0.1700 0.9013  -0.353
H -1.7107 -0.5215 0.5864  0.389
H 0.8784 -1.9850 0.2240  0.227
H 0.0046 -1.5834 -1.4590  0.211
H -0.8711 -2.2778 -0.2883  0.208
H 1.3967 1.9791 0.3470  0.157

=====

Record 5
C9H12N | ωB97M-V with the def2-TZVPD basis set

Computed properties:
**HOMO energy (alpha / beta)**: -11.7 / -13.2 eV
**Total charge**: +1
**LUMO level (alpha / beta)**: -0.2314 / -0.1466 Ha
**Maximum force**: 0.08031 Eh/bohr
**Energy relative to the best compared isomer or geometry (same formula, charge and spin)**: 4.754 eV

Last column: natural (NBO) charge in e.
Atoms and positions in Å:
C 0.3064 1.4378 -1.1304  -0.447
C 0.5762 0.1132 -1.9671  -0.044
C -0.1418 0.7989 0.1654  -0.063
C 0.3645 -0.9568 -1.2116  -0.283
C 1.3920 2.3483 -1.2462  0.187
C -0.2764 -0.5710 0.0679  0.224
C 1.7948 3.5399 -1.2288  -0.460
C -0.9803 -0.8450 2.2591  -0.438
C -0.8734 -2.8990 0.7394  -0.411
N -0.7325 -1.4469 0.9489  -0.257
H -0.6998 1.9382 -1.4736  0.317
H 0.9917 0.1910 -3.0190  0.257
H -0.1949 1.5630 0.9586  0.250
H 0.6325 -1.8654 -1.6729  0.256
H 2.8226 3.9213 -1.3090  0.266
H 1.0076 4.3942 -1.0804  0.245
H -0.9782 -1.4789 3.1792  0.247
H -0.2529 -0.0117 2.5484  0.230
H -1.9353 -0.5335 2.2643  0.216
H -0.0392 -3.3420 0.1507  0.240
H -0.8887 -3.3700 1.6518  0.230
H -1.8949 -2.9257 0.4053  0.235

=====

Record 6
C5H6N | ωB97M-V with the def2-TZVPD basis set

Computed properties:
**HOMO energy (alpha / beta)**: -13.5 / -13.5 eV
**Total charge**: +1
**LUMO level (alpha / beta)**: -0.1928 / -0.2298 Ha
**Maximum force**: 0.05941 Eh/bohr
**SMILES**: [NH3+]C1=CC=C=C1
**Energy relative to the best compared isomer or geometry (same formula, charge and spin)**: 5.409 eV

Last column: natural (NBO) charge in e.
Atoms and positions in Å:
N 1.2768 0.5547 -0.3111  -0.677
C -0.1415 0.1721 -0.1288  -0.048
C -0.7025 -0.2671 1.0526  -0.112
C -1.9626 -0.8047 0.7579  -0.370
C -2.1145 -0.4773 -0.5032  0.331
C -0.9603 -0.2080 -1.1840  -0.262
H 1.5233 1.6160 -0.2262  0.456
H 1.7062 0.3483 -1.1957  0.446
H 1.9200 -0.0080 0.3031  0.454
H -0.6413 -0.0009 2.1087  0.262
H -2.6843 -1.0362 1.4244  0.253
H -0.9107 -0.2648 -2.2553  0.269

=====

Record 7
C39H70N9O | ωB97M-V with the def2-TZVPD basis set

Computed properties:
**HOMO energy**: -3.3 eV
**Total charge**: -1
**LUMO level**: 0.0807 Ha
**Maximum force**: 0.08320 Eh/bohr
**Energy relative to the best compared isomer or geometry (same formula, charge and spin)**: 1.292 eV

Last column: Löwdin charge in e.
Atoms and positions in Å:
C -0.1732 -0.3680 0.6916  -0.085
C 0.9301 -0.2357 -0.3333  -0.659
C 0.9719 0.9939 -1.2393  -0.074
O 2.1569 -0.6221 0.2109  -0.311
H -0.2084 -1.3355 1.1870  0.034
H -1.1098 -0.2202 0.1264  0.052
H -0.1285 0.3746 1.4997  0.057
H 0.7816 -1.0336 -1.0949  0.086
H -0.0533 1.4016 -1.2736  0.055
H 1.2827 0.8188 -2.2696  0.035
H 1.6284 1.7623 -0.8131  0.057
C 3.5999 0.8801 -5.1690  -0.095
C 2.8631 0.2727 -6.3749  -0.243
C 3.5410 0.7211 -7.6917  -0.196
C 4.8047 0.0251 -7.8558  -0.248
N 5.7514 -0.6139 -7.9685  0.141
H 3.3595 0.4184 -4.2115  0.056
H 3.3642 1.9404 -5.0416  0.050
H 4.6851 0.8082 -5.2618  0.075
H 1.8674 0.7094 -6.4896  0.065
H 2.7868 -0.8113 -6.3274  0.104
H 3.6318 1.8019 -7.5831  0.115
H 2.8831 0.4952 -8.5305  0.116
C -0.5709 -3.9123 -5.1537  -0.121
C -0.9555 -3.0174 -3.9994  -0.256
C -0.1159 -1.7331 -3.9386  -0.199
C 1.3337 -1.9210 -3.7371  -0.234
N 2.4621 -2.0662 -3.5881  0.175
H 0.4239 -4.3528 -5.0500  0.074
H -0.6884 -3.4868 -6.1498  0.077
H -1.2266 -4.7907 -5.1534  0.068
H -0.8574 -3.4507 -3.0029  0.110
H -2.0051 -2.7779 -4.1807  0.107
H -0.4804 -0.9824 -3.2395  0.102
H -0.1506 -1.2857 -4.9403  0.076
C 2.2040 3.5323 2.0390  -0.113
C 3.3464 2.6023 1.6333  -0.241
C 3.2983 1.2732 2.3945  -0.225
C 4.4417 0.4466 2.0222  -0.270
N 5.2873 -0.2252 1.6312  0.149
H 2.4775 4.1660 2.8807  0.074
H 1.2631 3.0044 2.2152  0.059
H 1.9511 4.1825 1.1928  0.054
H 4.2614 3.1570 1.8464  0.107
H 3.2991 2.3410 0.5766  0.095
H 2.3453 0.7526 2.3058  0.086
H 3.3445 1.4062 3.4841  0.101
C 4.1254 -2.8690 4.5399  -0.100
C 2.9686 -2.1921 3.8126  -0.248
C 1.9686 -3.1447 3.1536  -0.167
C 1.0730 -3.8775 4.0731  -0.234
N 0.4218 -4.4841 4.8012  0.135
H 4.7061 -2.0856 5.0302  0.070
H 4.7740 -3.4662 3.8997  0.073
H 3.7507 -3.4962 5.3522  0.068
H 3.1905 -1.4018 3.1050  0.070
H 2.4060 -1.6613 4.5923  0.100
H 2.6043 -3.9476 2.7595  0.120
H 1.4170 -2.7092 2.3223  0.097
C -1.6798 4.8277 2.6214  -0.097
C -1.0279 5.0091 1.2709  -0.258
C -1.0617 3.7282 0.4347  -0.186
C -2.3682 3.5240 -0.2062  -0.210
N -3.3911 3.3631 -0.7060  0.159
H -1.5149 3.8721 3.1195  0.052
H -2.7552 4.9206 2.4503  0.080
H -1.2857 5.5641 3.3233  0.077
H 0.0237 5.2853 1.4032  0.086
H -1.4229 5.8951 0.7715  0.113
H -0.9104 2.8330 1.0460  0.104
H -0.2696 3.6603 -0.3111  0.083
C -2.5746 1.3492 4.1865  -0.110
C -2.4628 0.1328 5.0954  -0.251
C -1.2140 0.1140 6.0063  -0.176
C -0.0107 0.7413 5.4783  -0.224
N 0.9001 1.2921 5.0475  0.170
H -2.0751 2.2460 4.5560  0.057
H -3.5983 1.5974 3.9062  0.070
H -2.0506 1.1249 3.2528  0.061
H -2.4493 -0.7656 4.4728  0.052
H -3.3490 -0.0805 5.6972  0.103
H -1.0194 -0.9350 6.2348  0.116
H -1.4584 0.6087 6.9484  0.115
C -3.9451 -1.9747 -0.4319  -0.099
C -3.9940 -0.9598 0.6969  -0.260
C -4.3638 0.4245 0.1623  -0.210
C -5.6003 0.4737 -0.6575  -0.233
N -6.5403 0.4814 -1.3182  0.126
H -4.9637 -2.2386 -0.7222  0.076
H -3.4482 -2.9093 -0.1611  0.043
H -3.4250 -1.6053 -1.3183  0.078
H -3.0398 -0.6965 1.1563  0.072
H -4.6969 -1.3700 1.4219  0.110
H -3.5743 0.9542 -0.3673  0.076
H -4.5601 1.0956 1.0054  0.107
C -2.7233 -5.6955 4.3035  -0.120
C -2.5848 -5.7806 2.7893  -0.266
C -2.8095 -4.5195 1.9734  -0.170
C -2.1328 -3.3320 2.5552  -0.199
N -1.6664 -2.4050 3.0453  0.197
H -2.2503 -6.5257 4.8274  0.072
H -3.7724 -5.7609 4.6039  0.068
H -2.2594 -4.7824 4.6778  0.042
H -3.2618 -6.5722 2.4488  0.104
H -1.6302 -6.2594 2.5523  0.108
H -3.8582 -4.2165 2.0341  0.121
H -2.4619 -4.5808 0.9445  0.110
C 0.8051 4.8260 -3.1784  -0.088
C 0.0001 4.0703 -4.2542  -0.236
C 0.6960 2.7363 -4.5669  -0.190
C -0.1060 1.7283 -5.3148  -0.206
N -0.6551 0.9070 -5.9002  0.152
H 0.5698 4.4548 -2.1850  0.050
H 0.5056 5.8720 -3.2690  0.069
H 1.8722 4.8274 -3.3978  0.078
H -0.0717 4.7532 -5.0992  0.105
H -1.0068 3.7485 -3.9786  0.109
H 1.1113 2.2148 -3.7037  0.088
H 1.5571 2.9987 -5.1903  0.102

=====

> energy relative to the best compared isomer or geometry (same formula, charge and spin) of number 4 (C3H6F2N2)?

1.211 eV